# 1
{"formula": "C30H43Cl3CrNP", "method": "the ωB97M-V functional and the def2-TZVPD basis", "spin_multiplicity": 4, "charge": -1, "e_lumo_ev": [2.373, 2.309], "total_energy_ev": -108579.34747, "species": ["P", "C", "C", "C", "C", "C", "C", "C", "C", "C", "C", "C", "C", "C", "C", "C", "C", "C", "C", "H", "H", "H", "H", "H", "H", "H", "H", "H", "H", "H", "H", "H", "H", "H", "H", "H", "H", "H", "H", "H", "H", "H", "H", "H", "H", "H", "H", "H", "H", "H", "H", "H", "Cr", "Cl", "Cl", "C", "H", "C", "C", "C", "C", "C", "C", "H", "H", "H", "H", "H", "Cl", "C", "C", "C", "C", "N", "C", "H", "H", "H", "H"], "xyz": [[-0.273852, 0.731116, -0.642150], [-1.917339, 0.195869, -1.294251], [-2.381900, 1.037317, -2.482696], [-3.818243, 0.652700, -2.862751], [-3.989577, -0.853038, -3.087085], [-3.409777, -1.703068, -1.951284], [-1.968823, -1.298510, -1.603884], [1.130020, 0.090698, -1.649584], [1.022604, 0.481706, -3.117428], [2.333379, 0.122637, -3.830843], [2.729691, -1.345902, -3.632078], [2.688697, -1.792231, -2.164287], [1.363004, -1.413851, -1.491164], [-0.203508, 2.568257, -0.674182], [-1.336183, 3.189678, 0.151812], [-1.319015, 4.720565, 0.059201], [0.042835, 5.315947, 0.429651], [1.200024, 4.644143, -0.317786], [1.160052, 3.110420, -0.228977], [-2.575154, 0.386254, -0.424339], [-1.709155, 0.866916, -3.336410], [-2.340741, 2.111751, -2.257490], [-4.110535, 1.207010, -3.760598], [-4.486214, 0.972953, -2.052202], [-5.053462, -1.082638, -3.210215], [-3.494909, -1.131163, -4.027446], [-4.031998, -1.585190, -1.052845], [-3.431164, -2.764229, -2.225882], [-1.592991, -1.888502, -0.756316], [-1.322877, -1.515778, -2.467073], [1.994758, 0.599426, -1.192117], [3.130982, 0.765197, -3.433693], [0.811457, 1.555365, -3.234915], [0.188078, -0.064275, -3.584123], [2.236318, 0.346779, -4.898422], [3.734465, -1.512885, -4.036043], [2.045432, -1.979493, -4.211909], [2.842133, -2.877007, -2.088766], [3.508250, -1.310640, -1.610061], [1.373739, -1.696779, -0.431117], [0.540966, -1.976615, -1.951429], [-0.347917, 2.794695, -1.744167], [-2.320278, 2.817912, -0.162397], [-1.230121, 2.878085, 1.199472], [-1.569286, 5.012024, -0.969979], [-2.100250, 5.132850, 0.708025], [0.201564, 5.205744, 1.511560], [0.044937, 6.391354, 0.216355], [2.160167, 5.005123, 0.067770], [1.150564, 4.927449, -1.377759], [1.972694, 2.695654, -0.840118], [1.364459, 2.784682, 0.800442], [0.024023, -0.120817, 2.077628], [2.200070, 0.355967, 1.594831], [-2.074768, 0.593903, 2.250994], [-0.435912, -1.870809, 1.529414], [-1.528974, -2.030934, 1.413033], [0.279708, -3.107248, 1.556135], [1.702758, -3.131749, 1.651886], [2.383533, -4.340103, 1.673439], [1.682863, -5.554054, 1.628530], [0.276773, -5.548232, 1.551286], [-0.419929, -4.352161, 1.503875], [2.244338, -2.183445, 1.705720], [3.474115, -4.341180, 1.729052], [-0.270678, -6.493645, 1.525687], [-1.512464, -4.329444, 1.438940], [2.222618, -6.499169, 1.653598], [1.315143, 2.859743, 6.483992], [1.004580, 1.302958, 5.856300], [1.181423, 0.156126, 6.634108], [0.918028, -1.082493, 6.069758], [0.504532, -1.158054, 4.739688], [0.372483, -0.043384, 4.011974], [0.578599, 1.189973, 4.535353], [1.518256, 0.267330, 7.661164], [1.026121, -2.012124, 6.618554], [0.278704, -2.101004, 4.239975], [0.418049, 2.047547, 3.889034]], "atomic_forces_ev_per_a": [[0.396, -1.315, 2.835], [0.420, 0.788, -0.049], [-0.432, -0.263, -0.194], [0.096, 0.103, 0.050], [0.071, -0.036, -0.079], [0.138, 0.128, 0.122], [-0.237, -0.158, -0.175], [-0.617, 0.542, -0.168], [0.511, -0.181, -0.307], [-0.063, 0.064, -0.036], [-0.068, -0.093, 0.030], [-0.111, 0.129, 0.066], [0.163, -0.124, 0.125], [-0.131, -0.144, -1.126], [0.052, 0.154, 0.105], [0.076, -0.118, -0.150], [0.037, -0.094, 0.095], [-0.135, -0.171, -0.122], [-0.006, 0.163, 0.123], [0.149, -0.054, -0.284], [-0.174, 0.020, 0.115], [-0.019, -0.231, -0.032], [-0.132, -0.063, 0.026], [0.046, -0.016, -0.050], [0.058, -0.005, -0.070], [0.000, 0.020, 0.056], [0.080, -0.028, -0.092], [-0.081, 0.112, 0.042], [-0.031, 0.226, -0.188], [-0.155, 0.048, 0.081], [-0.166, -0.108, -0.122], [-0.071, -0.027, -0.034], [0.059, -0.197, 0.005], [0.176, 0.068, 0.082], [0.146, -0.026, -0.005], [-0.087, -0.003, -0.059], [0.015, 0.042, 0.031], [0.022, 0.201, -0.032], [-0.106, -0.071, -0.063], [-0.024, 0.132, -0.285], [0.213, 0.070, 0.045], [0.015, 0.625, 0.136], [0.202, -0.001, 0.049], [0.024, 0.041, -0.212], [0.014, 0.019, 0.050], [0.073, 0.001, -0.078], [-0.021, -0.029, -0.103], [0.011, -0.066, 0.089], [-0.091, 0.012, -0.053], [0.013, 0.030, 0.054], [-0.182, 0.054, 0.111], [-0.080, 0.058, -0.199], [-0.104, 0.135, -2.904], [0.794, 0.108, 0.262], [-1.158, 0.477, 0.552], [-0.496, -1.085, 0.258], [0.438, 0.234, 0.233], [-0.357, 1.119, 0.182], [0.218, -0.482, 0.116], [-0.329, -0.033, 0.039], [0.065, -0.257, -0.002], [0.150, 0.260, -0.098], [0.405, -0.301, -0.072], [-0.170, -0.389, -0.050], [-0.217, -0.041, 0.002], [0.155, 0.187, -0.002], [0.349, -0.053, 0.050], [-0.086, 0.141, 0.001], [0.121, 0.569, 0.364], [-0.322, -0.734, -0.733], [-0.035, 0.179, -0.144], [-0.117, -0.086, -0.227], [0.181, 0.559, 0.310], [0.063, 0.387, 1.107], [0.223, -1.413, 0.578], [-0.052, -0.098, -0.153], [0.043, 0.228, 0.093], [0.123, 0.296, -0.013], [0.061, -0.138, 0.094]], "mulliken_spin": [-0.0690, 0.0182, -0.0013, 0.0008, 0.0001, -0.0020, -0.0041, 0.0099, -0.0023, 0.0003, 0.0003, -0.0034, 0.0303, -0.0270, 0.0094, 0.0023, -0.0011, 0.0024, 0.0032, 0.0096, 0.0003, -0.0001, -0.0001, -0.0001, 0.0001, 0.0000, 0.0016, -0.0003, 0.0301, -0.0047, -0.0012, -0.0001, 0.0004, -0.0002, 0.0000, -0.0001, 0.0002, 0.0023, 0.0002, -0.0242, -0.0046, -0.0007, 0.0001, -0.0055, -0.0003, 0.0000, -0.0002, 0.0000, 0.0001, -0.0003, -0.0014, -0.0016, 2.8371, 0.0172, 0.0347, -0.0869, 0.0697, -0.0851, 0.1124, -0.0413, 0.0913, -0.0372, 0.0540, 0.0089, -0.0036, -0.0032, -0.0021, 0.0115, -0.0011, -0.0148, 0.0230, -0.0219, 0.0702, -0.0166, 0.0260, 0.0017, -0.0008, -0.0152, 0.0055]}

---

# 2
{"formula": "C43H36N3O12PS", "method": "the ωB97M-V functional and the def2-TZVPD basis", "charge": 0, "e_lumo_ev": -1.740, "total_energy_ev": -94327.77745, "species": ["C", "C", "C", "C", "C", "C", "C", "C", "O", "C", "C", "C", "P", "N", "O", "C", "N", "S", "N", "C", "H", "H", "H", "H", "H", "H", "H", "H", "H", "H", "H", "H", "H", "H", "H", "H", "C", "C", "C", "O", "C", "C", "C", "O", "H", "H", "H", "H", "C", "C", "C", "O", "C", "C", "C", "O", "H", "H", "H", "H", "C", "C", "C", "O", "C", "C", "C", "O", "H", "H", "H", "H", "C", "C", "C", "O", "C", "C", "C", "O", "H", "H", "H", "H", "C", "C", "C", "O", "C", "C", "C", "O", "H", "H", "H", "H"], "xyz": [[0.945867, -1.840660, 6.034576], [0.025054, -1.901840, 5.224715], [-1.129695, -1.883077, 4.143746], [-1.190066, -0.368095, 3.638108], [-0.789227, 0.045831, 2.272196], [-0.833971, 1.549120, 1.872972], [-0.379722, 2.057833, 0.451164], [-0.352030, 0.947403, -0.690990], [0.975402, 0.865737, -1.262801], [1.829739, 0.001598, -0.486802], [1.631129, -1.487631, -1.037062], [-1.294738, 2.564495, 2.893261], [-1.358030, 4.433903, 2.535099], [0.067893, 4.882048, 1.591329], [-1.171089, 5.290142, 4.006161], [-1.710953, 2.135531, 4.296919], [-2.137382, 2.877261, 5.406734], [-2.412639, 1.805626, 6.680924], [-2.060811, 0.311398, 5.991739], [-1.665958, 0.650585, 4.694742], [1.781825, -1.371122, 6.624146], [-0.939214, -2.611728, 3.299630], [-2.118834, -2.176178, 4.607563], [-0.420748, -0.733023, 1.536963], [0.697999, 2.420787, 0.570711], [-0.975872, 2.966963, 0.117823], [-0.778398, -0.054997, -0.393190], [-1.012652, 1.327185, -1.541452], [1.523149, 0.022713, 0.617120], [2.916680, 0.299154, -0.559065], [0.597684, -1.848765, -0.736169], [1.667574, -1.427913, -2.165156], [2.429110, -2.187460, -0.644492], [0.453034, 5.770680, 1.931924], [0.784578, 4.143347, 1.667686], [-0.459306, 4.899815, 4.560055], [0.830853, -5.148381, -5.122497], [1.788602, -4.678758, -4.323932], [1.597492, -4.601637, -2.860658], [2.471470, -4.170480, -2.131198], [0.302802, -5.067242, -2.314474], [-0.654937, -5.536952, -3.112075], [-0.463290, -5.614078, -4.578732], [-1.336868, -6.044676, -5.306194], [0.954037, -5.211040, -6.196097], [2.738967, -4.335792, -4.704692], [0.180981, -5.003916, -1.240037], [-1.608285, -5.881152, -2.730224], [4.100327, -8.719371, -3.084995], [4.102432, -9.541230, -2.036323], [2.880064, -10.269965, -1.629468], [2.880516, -11.017858, -0.672411], [1.656371, -10.051606, -2.433333], [1.654439, -9.229738, -3.481963], [2.876880, -8.501253, -3.888517], [2.875664, -7.752972, -4.846002], [4.984708, -8.177746, -3.396354], [4.988669, -9.712758, -1.438228], [0.771876, -10.593100, -2.122064], [0.767927, -9.057991, -4.080395], [4.547487, -0.215543, -7.772344], [3.873538, -1.364757, -7.767886], [3.530638, -2.048077, -6.501322], [2.916976, -3.098422, -6.495930], [3.963162, -1.405774, -5.239777], [4.637020, -0.256647, -5.243992], [4.980366, 0.427353, -6.510990], [5.592897, 1.475802, -6.515846], [4.807667, 0.298003, -8.689351], [3.548826, -1.848012, -8.680948], [3.702845, -1.919601, -4.322015], [4.961517, 0.226386, -4.330788], [-1.063124, 9.115971, 5.028776], [-1.098692, 8.512744, 3.840909], [-0.809240, 9.255569, 2.594540], [-0.842903, 8.706368, 1.510445], [-0.477514, 10.693035, 2.717485], [-0.442151, 11.295847, 3.905040], [-0.731577, 10.552808, 5.152386], [-0.697357, 11.102010, 6.235991], [-1.272755, 8.588286, 5.950863], [-1.338785, 7.461997, 3.733148], [-0.267831, 11.220484, 1.795268], [-0.202119, 12.346289, 4.013089], [-5.098278, 3.069834, 3.216195], [-6.168207, 3.134760, 4.007378], [-7.511869, 2.760817, 3.513341], [-8.488882, 2.821428, 4.233242], [-7.620773, 2.310499, 2.107160], [-6.550775, 2.245502, 1.315921], [-5.206617, 2.619419, 1.810046], [-4.229631, 2.558337, 1.088466], [-4.108224, 3.340031, 3.560727], [-6.105724, 3.461202, 5.038082], [-8.611148, 2.040218, 1.762783], [-6.613138, 1.919123, 0.285188]], "atomic_forces_ev_per_a": [[-0.589, 1.375, -1.054], [-0.071, -0.260, -0.225], [1.038, 0.862, 0.710], [0.157, 0.857, -1.325], [-1.188, 1.455, 3.051], [-1.273, 0.613, 2.999], [0.435, -0.512, 0.670], [-0.518, 1.196, -0.849], [-0.285, -0.439, 1.083], [-0.389, -1.505, 0.265], [0.101, 0.845, 0.325], [1.724, -2.117, -0.271], [-1.038, 1.149, -0.309], [0.096, -1.470, 1.315], [0.963, -1.824, -0.668], [-0.048, -1.897, 1.462], [0.656, -2.435, -1.087], [0.619, -0.271, -2.541], [0.706, 3.132, -2.743], [0.264, -0.293, -1.343], [-1.418, -1.286, -0.806], [0.062, 0.974, 0.973], [1.194, 0.461, -0.329], [-0.568, 1.096, 1.128], [-1.375, -0.556, -0.339], [0.586, -1.247, 0.564], [0.658, 1.028, -0.149], [0.900, -0.584, 1.104], [0.558, 0.148, -1.333], [-1.313, -0.013, -0.152], [1.252, 0.225, -0.370], [0.063, -0.216, 1.249], [-1.059, 0.763, -0.495], [-0.292, -0.373, -0.231], [-0.151, 0.802, -0.041], [-0.537, 0.378, -0.207], [0.179, 0.131, 0.047], [-0.107, -0.132, 0.034], [0.190, 0.019, -0.021], [-0.097, -0.177, -0.096], [-0.208, -0.084, 0.082], [0.034, 0.022, 0.259], [-0.087, -0.062, -0.316], [0.090, 0.029, 0.183], [0.009, -0.007, 0.021], [-0.077, -0.073, 0.030], [0.031, 0.013, 0.003], [-0.007, -0.003, -0.043], [0.140, -0.090, 0.187], [0.135, 0.166, -0.148], [0.010, -0.213, 0.272], [-0.004, 0.128, -0.163], [-0.151, 0.108, -0.182], [-0.149, -0.137, 0.138], [0.010, 0.172, -0.236], [-0.006, -0.105, 0.143], [-0.034, 0.017, -0.032], [-0.039, -0.028, 0.021], [0.033, -0.016, 0.032], [0.030, 0.025, -0.031], [-0.115, -0.184, -0.147], [0.078, 0.165, -0.146], [-0.116, -0.179, -0.024], [0.200, 0.298, -0.228], [0.081, 0.124, 0.144], [-0.102, -0.190, 0.152], [0.174, 0.310, 0.005], [-0.102, -0.190, -0.003], [0.018, 0.029, 0.035], [-0.014, -0.029, 0.038], [-0.008, -0.020, 0.000], [0.006, 0.030, -0.037], [-0.007, -0.156, -0.145], [-0.077, -0.050, 0.182], [-0.031, -0.102, -0.211], [0.068, 0.062, 0.174], [0.040, 0.236, 0.080], [0.032, 0.029, -0.256], [-0.007, 0.089, 0.329], [0.005, -0.060, -0.185], [-0.004, 0.034, 0.011], [0.007, 0.055, 0.013], [-0.010, -0.037, -0.015], [-0.008, -0.017, 0.047], [-0.019, 0.043, 0.194], [0.228, 0.012, -0.029], [-0.244, 0.037, 0.230], [0.148, -0.023, -0.133], [0.084, -0.063, -0.244], [-0.252, -0.038, 0.012], [0.318, 0.015, -0.197], [-0.203, -0.055, 0.123], [-0.016, 0.035, -0.027], [-0.036, -0.002, -0.010], [-0.010, 0.015, 0.047], [0.044, 0.013, 0.006]], "mulliken_charge": [-0.0979, -0.2869, -0.7686, -0.0137, -0.5025, 1.0235, -0.8802, -0.7038, -0.4392, -0.1712, -0.8425, 0.1818, 0.3743, -0.5310, -0.4769, 0.3021, -0.4475, 0.1148, -0.6082, 0.4179, 0.3254, 0.3758, 0.3160, 0.0045, 0.2973, 0.4134, 0.2935, 0.3045, 0.1373, 0.3874, 0.1304, 0.1696, 0.3956, 0.3035, 0.2305, 0.2826, -0.2733, -0.4972, 0.3836, -0.6114, -0.4024, -0.4494, 0.3751, -0.5863, 0.4579, 0.6141, 0.5385, 0.4422, -0.3870, -0.3524, 0.3468, -0.5496, -0.3891, -0.3071, 0.4580, -0.5522, 0.4244, 0.4082, 0.4219, 0.4880, -0.4144, -0.4301, 0.4420, -0.4432, -0.0863, -0.5040, 0.2951, -0.5457, 0.3968, 0.4162, 0.4532, 0.4337, -0.3738, -0.1368, 0.3238, -0.5445, -0.3817, -0.4026, 0.3553, -0.5483, 0.4372, 0.4614, 0.4187, 0.4071, 0.0919, -0.4041, 0.2863, -0.5597, -0.4165, -0.3968, 0.2585, -0.4775, 0.3030, 0.4523, 0.4018, 0.4185]}

---

# 3
{"formula": "C3H7NO5S2", "method": "the ωB97M-V functional and the def2-TZVPD basis", "e_above_lowest_ev": 0.000, "charge": 0, "e_lumo_ev": 0.033, "total_energy_ev": -36619.20277, "species": ["C", "S", "O", "O", "N", "C", "O", "S", "C", "O", "O", "H", "H", "H", "H", "H", "H", "H"], "xyz": [[-0.804827, 2.052566, 0.830164], [-0.396812, 0.304970, 1.174435], [0.992070, 0.151874, 1.390470], [-1.360860, -0.165522, 2.179966], [-1.024280, -0.496721, -0.245876], [-1.592248, -2.102107, 0.093215], [-1.357933, -3.013582, -0.595323], [0.026426, -0.380063, -1.550557], [1.415844, -1.468446, -1.194877], [-0.634378, -0.789622, -2.749233], [0.478997, 0.965658, -1.409678], [-0.421374, 2.575916, 1.655155], [-0.305622, 2.199936, 0.000802], [-1.961852, 1.998805, 0.890889], [-2.069942, -1.710598, 0.983103], [1.804488, -1.900354, -2.029197], [2.124049, -0.973871, -0.683048], [1.241206, -2.383990, -0.645301]], "atomic_forces_ev_per_a": [[-4.231, -3.461, 3.919], [-3.678, 0.481, 0.674], [0.982, -0.472, -0.079], [1.257, 0.145, -0.882], [1.067, -2.110, 0.056], [1.141, 2.971, -0.668], [-0.383, 0.566, 0.663], [-0.026, -0.451, 0.144], [-2.859, -1.168, 0.504], [0.041, -0.273, 0.471], [0.834, 0.535, -0.692], [0.518, 0.766, 1.159], [1.756, 1.508, -4.404], [2.077, 0.565, -0.695], [-0.752, -1.432, 0.630], [0.984, -0.414, -3.097], [2.340, 2.156, 1.705], [-1.066, 0.089, 0.591]], "mulliken_charge": [-0.9750, 1.2038, -0.5583, -0.7229, -0.3496, 0.1796, -0.3462, 1.2677, -1.2373, -0.6509, -0.6897, 0.3774, 0.4770, 0.2752, 0.4373, 0.4906, 0.4479, 0.3734]}